A cluster of 7 separate species, C47H105N6O8 in total at a distorted geometry. Source: the OMol25 dataset; level of theory: wB97M-V/def2-TZVPD.

Positions of all 166 atoms, in Å:
C  -1.0577  -0.1052  1.2057
C  0.0299  0.3236  0.2085
O  1.1717  0.5728  0.6869
O  -0.2993  0.5591  -0.9795
H  -1.8788  -0.4860  0.5963
H  -1.3222  0.6590  1.9344
H  -0.7438  -0.9610  1.8099
C  2.1733  -4.7092  -4.5922
C  1.5500  -4.7658  -3.1983
C  2.0557  -6.0513  -2.4987
C  1.8577  -6.0473  -0.9606
C  2.4905  -4.7951  -0.3417
C  1.7890  -3.5158  -0.8757
N  1.8048  -3.5392  -2.3813
O  1.6280  -2.4916  -2.9710
C  2.4935  -2.2369  -0.4076
C  0.2978  -3.3904  -0.4151
C  0.0567  -5.0296  -3.4009
H  2.0332  -5.6154  -5.1757
H  3.2470  -4.5050  -4.5761
H  1.8253  -3.8380  -5.1498
H  3.1223  -6.1362  -2.7297
H  1.7262  -6.9690  -2.9845
H  2.3136  -6.9363  -0.5246
H  0.8233  -6.1029  -0.6151
H  3.5560  -4.7776  -0.5791
H  2.4371  -4.9189  0.7398
H  2.5824  -2.1943  0.6768
H  1.9372  -1.3727  -0.7667
H  3.5286  -2.1011  -0.7281
H  -0.4411  -4.1654  -0.6143
H  -0.1104  -2.4647  -0.8248
H  0.2969  -3.3244  0.6738
H  -0.2075  -5.8836  -4.0215
H  -0.3468  -4.1224  -3.8583
H  -0.5130  -5.2465  -2.4963
C  -0.2227  3.9206  1.2182
C  -1.1538  4.9796  0.5498
C  -1.6263  6.1050  1.5044
C  -0.5189  6.9826  1.9948
C  0.0074  7.7596  0.7979
C  0.4759  6.8796  -0.3967
N  -0.3557  5.6636  -0.5611
O  -0.0357  4.9325  -1.5213
C  1.9602  6.5060  -0.1353
C  0.2750  7.7809  -1.6811
C  -2.3698  4.3949  -0.1316
H  -0.1034  3.2546  0.3617
H  -0.7197  3.4045  2.0368
H  0.7122  4.3614  1.5564
H  -2.0659  5.6379  2.3895
H  -2.4802  6.6309  1.0735
H  0.3305  6.4100  2.3761
H  -0.8807  7.6052  2.8111
H  0.8077  8.4430  1.0844
H  -0.7647  8.4756  0.5078
H  2.4035  5.9047  -0.9265
H  2.1921  6.1724  0.8766
H  2.4523  7.4797  -0.1099
H  -0.6560  8.3462  -1.6944
H  0.5654  7.2116  -2.5618
H  0.9372  8.6502  -1.6606
H  -2.1694  3.4915  -0.7011
H  -2.8028  5.1382  -0.8046
H  -3.1977  4.2465  0.5626
C  -4.8305  -0.6715  -1.1483
C  -4.0230  -0.3944  -2.4343
C  -4.9986  -0.6022  -3.5801
C  -4.6499  0.1646  -4.8247
C  -4.4452  1.6435  -4.5777
C  -3.3118  1.9214  -3.5650
N  -3.5432  1.0443  -2.3761
O  -3.1094  1.4481  -1.3088
C  -3.4287  3.4008  -3.2208
C  -1.9630  1.5574  -4.2053
C  -2.7703  -1.3609  -2.5236
H  -5.7483  -0.0926  -1.0701
H  -4.2744  -0.3551  -0.2618
H  -4.9086  -1.7502  -1.0288
H  -6.0404  -0.3503  -3.3722
H  -5.1002  -1.6471  -3.8775
H  -5.5013  0.1231  -5.5088
H  -3.9076  -0.3567  -5.4342
H  -5.4040  2.0337  -4.2246
H  -4.3528  2.1505  -5.5379
H  -2.4515  3.8286  -2.9895
H  -4.0955  3.5704  -2.3769
H  -3.7603  3.9569  -4.0957
H  -1.8226  0.5572  -4.6137
H  -1.1524  1.7753  -3.5087
H  -1.7917  2.1499  -5.1057
H  -2.1744  -1.2302  -1.6199
H  -2.1830  -1.1433  -3.4133
H  -3.0596  -2.4096  -2.5740
C  -1.9702  -5.0030  5.9885
C  -3.1488  -5.2175  5.0143
N  -2.7819  -4.9753  3.5574
C  -1.7918  -6.0220  3.0116
C  -4.0137  -5.1420  2.6668
C  -4.9901  -6.2641  3.0451
C  -2.1767  -3.5779  3.3368
C  -2.9821  -2.4129  3.9833
O  -2.5407  -1.9416  5.2140
C  -1.2624  -1.3448  5.3121
H  -1.0633  -5.5503  5.7355
H  -2.2344  -5.3057  7.0026
H  -1.7614  -3.9463  6.1493
H  -3.9733  -4.5867  5.3448
H  -3.5334  -6.2353  5.0324
H  -1.1555  -5.5705  2.2560
H  -2.3630  -6.9101  2.7560
H  -1.1604  -6.3192  3.8482
H  -3.6850  -5.1540  1.6273
H  -4.4551  -4.1463  2.7418
H  -5.5331  -6.1383  3.9807
H  -4.5382  -7.2534  3.0053
H  -5.8006  -6.1605  2.3217
H  -1.9599  -3.3894  2.2862
H  -1.2145  -3.7799  3.8107
H  -4.0613  -2.5545  4.0170
H  -2.8666  -1.5957  3.2591
H  -0.4919  -2.0878  5.0771
H  -0.9721  -0.9638  6.2891
H  -1.1337  -0.5136  4.6108
C  4.0668  2.3175  -1.1391
N  4.1188  1.7832  -2.5792
C  4.3803  2.9547  -3.4917
C  5.3256  0.8533  -2.6899
C  2.8315  0.9301  -2.8354
C  1.6421  1.6635  -3.4243
O  1.0656  2.5112  -2.4566
H  4.0294  1.4512  -0.4810
H  3.1800  2.9340  -1.0144
H  5.0278  2.8210  -1.0549
H  4.6516  2.5497  -4.4686
H  5.2680  3.5407  -3.2606
H  3.4622  3.5230  -3.6156
H  5.0608  -0.1260  -2.2967
H  6.2494  1.2736  -2.2982
H  5.5252  0.6842  -3.7487
H  2.5612  0.5060  -1.8686
H  3.2181  0.1479  -3.4888
H  0.8900  0.9042  -3.6564
H  1.9096  2.1805  -4.3451
H  0.6015  1.8887  -1.8612
C  2.1117  1.3757  4.1852
N  3.5269  1.0359  3.7512
C  4.5052  1.2428  4.8939
C  3.4936  -0.4408  3.3853
C  3.8149  1.9302  2.5187
C  5.2247  1.8572  1.9478
O  5.5399  0.6295  1.2833
H  1.4483  1.4421  3.3245
H  2.1588  2.2340  4.8553
H  1.6362  0.6443  4.8411
H  4.1526  0.6729  5.7487
H  4.5428  2.3204  5.0500
H  5.4911  0.9670  4.5270
H  4.4979  -0.7227  3.0780
H  2.8252  -0.4784  2.5241
H  3.0988  -0.9518  4.2589
H  3.5170  2.9432  2.7914
H  3.0673  1.7095  1.7518
H  6.0353  1.9210  2.6765
H  5.3650  2.6821  1.2467
H  6.3960  0.7096  0.8518

The calculation puts the lowest unoccupied orbital energy at -13.2 eV. The total charge is +5.